i) 17
Properties=species:S:1:pos:R:3 method="wB97M-V/def2-TZVPD" orbital_gap_ev=10.23 total_charge=+1 homo_ev=-14.13 smiles="CC[N+](N)=C=NC"
C 1.002 -0.386 0.447
C -0.944 0.717 -2.322
C 1.201 -1.212 2.523
C -0.857 0.302 -0.833
N 1.552 -1.183 1.127
N 1.328 1.448 -0.784
N 0.542 0.410 -0.327
H -1.899 0.279 -2.585
H -0.865 1.714 -2.655
H -0.257 0.080 -2.911
H 0.198 -0.917 2.607
H 1.676 -2.005 3.082
H 1.684 -0.398 2.941
H -1.190 -0.767 -0.715
H -1.348 1.112 -0.153
H 2.136 1.618 -0.146
H 0.726 2.287 -1.181


ii) 17
Properties=species:S:1:pos:R:3 method="wB97M-V/def2-TZVPD" orbital_gap_ev=10.00 total_charge=+1 homo_ev=-14.12
C 0.466 -0.685 -1.086
C 1.465 0.277 -0.757
C 3.348 1.704 -0.035
C -2.710 -0.964 0.543
N 1.727 -1.078 -0.626
N 1.930 1.429 -0.502
N -1.655 -1.787 -0.009
H -0.648 -1.234 -0.726
H 3.994 2.058 -0.820
H 3.366 2.477 0.729
H 3.819 0.834 0.388
H -2.291 -0.125 1.058
H -3.526 -0.780 -0.228
H -3.300 -1.569 1.359
H 1.336 2.314 -0.574
H -1.910 -2.722 -0.353
H -0.967 -1.872 0.757


Quick one: least stable of them? i)


i) 17
Properties=species:S:1:pos:R:3 method="wB97M-V/def2-TZVPD" orbital_gap_ev="7.87 / 7.86" total_charge=+1 homo_ev="-12.40 / -12.40"
C -0.886 2.469 -1.419
C -0.496 1.228 -1.635
C -0.359 -1.795 0.550
C -0.593 0.175 -0.571
N -0.299 -1.119 -0.575
N 1.182 0.321 1.257
N 1.059 -0.942 1.734
H -0.743 3.093 -2.246
H -1.166 2.711 -0.307
H 0.086 0.904 -2.519
H -1.093 -1.534 1.232
H -0.226 -2.829 0.444
H -1.040 0.473 0.341
H 0.167 -1.355 -1.435
H 2.057 0.582 0.846
H 0.468 -0.841 2.510
H 1.883 -1.541 1.794


ii) 17
Properties=species:S:1:pos:R:3 method="wB97M-V/def2-TZVPD" orbital_gap_ev=11.01 total_charge=+1 homo_ev=-14.21 smiles="C[C@@H]1C[NH2+]N=C1N"
C 0.189 -0.996 -0.663
C 0.327 0.412 1.372
C -0.619 0.315 0.157
C -0.895 1.578 -0.599
N 0.993 -1.632 0.150
N 0.021 -1.240 -1.972
N 0.953 -0.935 1.373
H 1.040 1.215 1.066
H -0.153 0.574 2.303
H -1.584 -0.229 0.346
H -1.326 1.265 -1.559
H 0.024 2.121 -0.952
H -1.507 2.207 0.097
H -0.430 -0.401 -2.360
H 0.618 -1.730 -2.564
H 1.936 -0.930 1.841
H 0.415 -1.592 1.963


Quick one: least stable of them? i)


i) 13
Properties=species:S:1:pos:R:3 method="wB97M-V/def2-TZVPD" orbital_gap_ev=6.60 total_charge=-1 homo_ev=-2.78
C -2.168 0.314 -0.042
C -1.171 -0.675 0.000
C -1.497 1.497 -0.054
C 0.043 0.003 0.045
C 1.265 -0.659 -0.022
N 2.573 -0.358 0.031
O 3.460 -1.212 -0.117
O 2.962 0.896 0.232
O -0.184 1.315 0.027
H -3.189 0.146 -0.247
H -1.240 -1.636 -0.078
H -1.760 2.537 -0.002
H 0.906 -2.167 0.227


ii) 13
Properties=species:S:1:pos:R:3 method="wB97M-V/def2-TZVPD" orbital_gap_ev=7.17 total_charge=-1 homo_ev=-3.25
C 1.301 1.223 -0.152
C 0.183 0.375 -0.021
C 2.264 0.251 0.103
C 1.136 -0.751 0.033
C -1.853 -0.703 0.164
N -1.097 0.516 -0.043
O -1.681 1.683 -0.252
O 3.522 0.169 0.217
O 1.011 -1.950 -0.093
H 1.404 2.138 -0.630
H -2.878 -0.702 -0.410
H -1.106 -1.512 -0.069
H -2.206 -0.739 1.152


Quick one: least stable of them? i)


i) 15
Properties=species:S:1:pos:R:3 method="wB97M-V/def2-TZVPD" orbital_gap_ev=10.39 total_charge=0 homo_ev=-9.70 smiles="CC(C)=O.OOO"
C 0.876 0.704 -0.540
C 1.878 -0.398 -0.327
C -0.161 0.414 -1.594
O -1.563 -0.662 2.334
O -0.636 -0.017 1.523
O -2.848 -0.476 1.834
O 0.900 1.736 0.084
H -3.001 -1.199 1.204
H -0.559 0.898 1.840
H 2.121 -0.896 -1.261
H 2.778 -0.008 0.142
H 1.427 -1.123 0.347
H -0.530 -0.602 -1.487
H -0.982 1.123 -1.524
H 0.301 0.508 -2.575


ii) 15
Properties=species:S:1:pos:R:3 method="wB97M-V/def2-TZVPD" orbital_gap_ev=11.42 total_charge=0 homo_ev=-10.66 smiles="O=C(O)CCO.O"
O -2.073 2.856 0.376
C -1.386 2.062 0.962
O -0.389 2.508 1.772
C -1.339 0.583 0.830
C -1.502 0.106 -0.619
O -0.748 0.879 -1.522
H -0.298 3.428 1.614
H -2.241 0.200 1.336
H -0.536 0.196 1.448
H -2.572 0.136 -0.842
H -1.160 -0.915 -0.752
H -1.048 1.791 -1.551
H 4.514 -5.128 -1.252
H 5.599 -4.253 -0.483
O 5.181 -4.448 -1.317


Quick one: least stable of them? i)


i) 78
Properties=species:S:1:pos:R:3 method="wB97M-V/def2-TZVPD" orbital_gap_ev="5.53 / 5.51" total_charge=-2 homo_ev="-1.09 / -1.08"
Ir -0.083 -0.082 -0.158
O 0.406 1.658 -1.512
N -0.372 2.649 -1.671
N -0.835 3.183 -0.596
O -0.534 2.857 0.607
C -1.796 4.216 -0.801
C -2.319 4.837 0.326
C -3.257 5.850 0.183
C -3.677 6.252 -1.076
C -3.151 5.619 -2.198
C -2.220 4.603 -2.072
H -1.972 4.491 1.289
H -3.664 6.325 1.068
H -4.411 7.041 -1.185
H -3.480 5.915 -3.188
H -1.823 4.094 -2.937
N 3.070 1.993 -5.881
C 3.316 1.038 -4.868
C 2.288 0.622 -4.029
C 2.528 -0.319 -3.044
C 3.803 -0.846 -2.876
C 4.833 -0.435 -3.709
C 4.589 0.492 -4.711
S 4.114 -1.988 -1.534
O 5.490 -1.736 -1.133
O 3.830 -3.326 -2.005
N 3.036 -1.588 -0.469
C 3.078 -0.395 0.134
S 4.540 0.438 0.649
C 3.578 1.726 1.290
C 2.270 1.481 1.088
N 1.989 0.292 0.447
H 2.255 2.553 -5.675
H 3.864 2.596 -6.041
H 1.304 1.071 -4.097
H 1.728 -0.603 -2.369
H 5.829 -0.828 -3.547
H 5.395 0.818 -5.361
H 4.018 2.603 1.734
H 1.437 2.131 1.314
C -3.104 -1.584 0.264
C -3.072 -0.122 -0.191
C -4.093 0.081 -1.320
C -3.439 0.796 0.980
N -1.782 0.289 -0.706
H -4.130 -1.899 0.488
H -2.494 -1.722 1.156
H -2.699 -2.227 -0.520
H -5.110 -0.157 -0.989
H -3.842 -0.559 -2.169
H -4.061 1.119 -1.659
H -4.427 0.539 1.378
H -3.444 1.839 0.652
H -2.699 0.695 1.772
N 0.006 -1.628 0.801
C -0.025 -2.370 1.830
C 0.775 -3.628 1.855
C 1.045 -4.335 3.028
C 1.854 -5.465 3.011
C 2.422 -5.904 1.826
C 2.180 -5.192 0.654
C 1.365 -4.076 0.666
C -0.848 -1.965 3.013
C -1.669 -2.861 3.700
C -2.478 -2.435 4.744
C -2.476 -1.101 5.129
C -1.667 -0.199 4.451
C -0.867 -0.624 3.401
H 0.643 -3.986 3.971
H 2.054 -5.993 3.938
H 3.069 -6.774 1.817
H 2.656 -5.479 -0.276
H 1.216 -3.496 -0.234
H -1.689 -3.901 3.395
H -3.120 -3.146 5.252
H -3.110 -0.765 5.942
H -1.669 0.849 4.726
H -0.268 0.086 2.842


ii) 78
Properties=species:S:1:pos:R:3 method="wB97M-V/def2-TZVPD" orbital_gap_ev=6.26 total_charge=-2 homo_ev=-2.10
Ir 0.730 1.037 1.333
O -3.139 0.268 -4.076
N -2.114 -0.028 -4.731
N -1.494 -1.092 -4.305
O -1.856 -1.823 -3.305
C -0.327 -1.445 -5.034
C 0.317 -2.625 -4.675
C 1.473 -3.012 -5.338
C 2.002 -2.234 -6.356
C 1.354 -1.053 -6.708
C 0.199 -0.652 -6.058
H -0.114 -3.194 -3.864
H 1.970 -3.930 -5.043
H 2.910 -2.533 -6.865
H 1.759 -0.427 -7.495
H -0.300 0.267 -6.323
N -4.815 2.474 -3.197
C -4.341 2.947 -1.980
C -2.960 3.010 -1.756
C -2.461 3.450 -0.548
C -3.334 3.858 0.460
C -4.701 3.822 0.244
C -5.202 3.379 -0.971
S -2.681 4.287 2.052
O -3.802 4.225 2.979
O -1.994 5.551 1.956
N -1.590 3.154 2.311
C -1.986 1.894 2.415
S -3.579 1.335 2.931
C -3.076 -0.311 2.741
C -1.798 -0.363 2.333
N -1.187 0.857 2.141
H -4.206 1.777 -3.628
H -5.766 2.143 -3.149
H -2.295 2.654 -2.532
H -1.394 3.437 -0.359
H -5.368 4.107 1.047
H -6.275 3.327 -1.126
H -3.746 -1.137 2.908
H -1.232 -1.256 2.124
C 2.640 1.396 -2.170
C 1.316 0.823 -1.661
C 0.153 1.317 -2.521
C 1.360 -0.704 -1.668
N 1.131 1.306 -0.310
H 2.809 1.081 -3.202
H 3.464 1.046 -1.547
H 2.618 2.487 -2.131
H 0.295 1.018 -3.562
H 0.085 2.407 -2.472
H -0.787 0.887 -2.172
H 1.573 -1.068 -2.676
H 0.394 -1.109 -1.360
H 2.135 -1.058 -0.986
N 1.325 0.136 2.865
C 1.825 -0.876 3.434
C 2.020 -0.839 4.919
C 1.935 -1.984 5.712
C 2.060 -1.906 7.092
C 2.277 -0.681 7.706
C 2.355 0.467 6.926
C 2.225 0.389 5.550
C 2.252 -2.094 2.674
C 3.348 -2.860 3.077
C 3.770 -3.948 2.327
C 3.103 -4.295 1.159
C 2.020 -3.532 0.742
C 1.604 -2.442 1.490
H 1.750 -2.941 5.241
H 1.977 -2.806 7.691
H 2.375 -0.618 8.783
H 2.514 1.428 7.400
H 2.258 1.275 4.929
H 3.884 -2.591 3.979
H 4.631 -4.522 2.652
H 3.433 -5.143 0.572
H 1.503 -3.773 -0.179
H 0.790 -1.818 1.143


Quick one: least stable of them? i)


i) 12
Properties=species:S:1:pos:R:3 method="wB97M-V/def2-TZVPD" orbital_gap_ev=12.47 total_charge=+2 homo_ev=-20.94
C -0.653 -1.724 1.054
C 0.945 1.477 -0.939
N 0.973 0.506 -0.295
N -0.325 -0.920 1.800
N -1.093 -2.410 0.143
N 0.740 2.638 -1.299
H 1.646 -0.107 0.157
H -0.716 -0.470 2.618
H -1.258 -3.393 0.294
H -1.157 -1.870 -0.708
H 0.418 2.985 -2.247
H 0.481 3.286 -0.578


ii) 12
Properties=species:S:1:pos:R:3 method="wB97M-V/def2-TZVPD" orbital_gap_ev=12.22 total_charge=+2 homo_ev=-20.72
C 0.485 -0.750 -1.522
C -0.649 0.583 1.445
N -0.718 0.511 0.269
N 0.276 -1.736 -0.939
N 0.937 0.248 -2.142
N -0.410 0.544 2.667
H -1.407 0.883 -0.371
H -0.118 -2.657 -0.868
H 1.779 0.148 -2.720
H 0.457 1.140 -2.232
H 0.197 1.239 3.119
H -0.829 -0.153 3.295


Quick one: least stable of them? i)